No. 1
Entry from the OMol25 dataset: a molecular structure, C53H50F9GeIrN5OPS2 at a distorted geometry (ωB97M-V with the def2-TZVPD basis set).

Calculated values
Kohn-Sham gap (spin up / spin down): 7.51 / 5.28 eV
2S+1: 6
<S²>: 8.77
E_LUMO (spin up / spin down): -7.41 / -10.46 eV
energy relative to the best compared isomer or geometry (same formula, charge and spin): 0.0 kcal/mol
charge: +3
total energy: -6615.40430 a.u.

Each line ends with the Löwdin charge.
Element x y z (Å)
1 Ir -0.402 -0.413 -0.188  1.433
2 N 5.378 -0.860 -2.931  0.232
3 C 4.787 -0.923 -1.938  -0.159
4 C 3.968 -0.971 -0.738  -0.186
5 C 4.418 -1.494 0.468  0.053
6 C 3.557 -1.480 1.556  0.002
7 C 2.293 -0.950 1.406  -0.153
8 N 1.855 -0.449 0.237  -0.062
9 C 2.688 -0.472 -0.814  -0.138
10 H 5.422 -1.901 0.548  0.147
11 H 3.865 -1.875 2.519  0.135
12 H 1.599 -0.912 2.237  0.069
13 H 2.323 -0.069 -1.750  0.118
14 N -1.974 -0.833 -1.617  -0.468
15 S -3.515 -0.936 -1.144  1.056
16 C -4.035 -2.639 -1.078  -0.419
17 C -3.149 -3.661 -1.340  -0.100
18 C -3.590 -4.979 -1.233  -0.038
19 C -4.901 -5.246 -0.859  -0.034
20 C -5.781 -4.199 -0.585  -0.036
21 C -5.351 -2.884 -0.689  -0.067
22 C -4.498 -0.385 -2.492  -0.425
23 C -4.452 -1.047 -3.715  -0.066
24 C -5.310 -0.634 -4.719  -0.040
25 C -6.206 0.414 -4.493  -0.035
26 C -6.235 1.068 -3.269  -0.050
27 C -5.370 0.672 -2.252  -0.084
28 H -1.786 -1.280 -2.513  -0.002
29 H -2.123 -3.442 -1.605  0.058
30 H -2.901 -5.792 -1.435  0.102
31 H -5.243 -6.276 -0.775  0.124
32 H -6.804 -4.408 -0.287  0.124
33 H -6.040 -2.062 -0.488  0.126
34 H -3.778 -1.885 -3.880  0.120
35 H -5.300 -1.144 -5.676  0.123
36 H -6.891 0.713 -5.280  0.124
37 H -6.940 1.874 -3.097  0.120
38 H -5.386 1.168 -1.283  0.110
39 F 7.552 0.594 -0.674  0.150
40 C 7.335 1.844 -1.128  -0.590
41 F 8.236 2.655 -0.567  0.175
42 F 7.503 1.845 -2.452  0.169
43 C 5.929 2.249 -0.751  -0.081
44 C 4.899 2.100 -1.666  -0.005
45 C 3.592 2.317 -1.255  -0.093
46 C 3.327 2.687 0.066  -0.339
47 C 4.377 2.908 0.964  -0.045
48 C 5.679 2.679 0.546  0.035
49 P 1.619 2.931 0.557  1.233
50 C 1.328 2.521 2.231  -0.363
51 C 2.155 1.654 2.966  -0.073
52 C 1.759 1.233 4.217  0.023
53 C 0.522 1.629 4.727  -0.069
54 C -0.300 2.500 4.024  0.026
55 C 0.093 2.939 2.770  -0.075
56 C 0.060 1.027 6.043  -0.593
57 F -1.256 1.179 6.198  0.160
58 F 0.687 1.597 7.068  0.195
59 F 0.342 -0.287 6.049  0.131
60 C 1.267 4.671 0.322  -0.331
61 C 1.377 5.571 1.392  -0.036
62 C 1.274 6.934 1.142  0.036
63 C 1.042 7.386 -0.147  -0.075
64 C 0.916 6.496 -1.210  0.021
65 C 1.024 5.139 -0.979  -0.070
66 C 0.955 8.871 -0.425  -0.590
67 F 2.113 9.299 -0.939  0.179
68 F -0.021 9.113 -1.312  0.162
69 F 0.701 9.551 0.697  0.167
70 H 5.119 1.815 -2.690  0.127
71 H 2.777 2.193 -1.968  0.108
72 H 4.194 3.279 1.967  0.122
73 H 6.506 2.840 1.232  0.144
74 H 3.096 1.309 2.560  0.101
75 H 2.397 0.574 4.800  0.147
76 H -1.250 2.812 4.446  0.143
77 H -0.556 3.604 2.204  0.113
78 H 1.566 5.227 2.401  0.118
79 H 1.375 7.643 1.954  0.141
80 H 0.736 6.875 -2.211  0.140
81 H 0.936 4.441 -1.810  0.098
82 N -1.852 3.271 -2.028  0.101
83 C -2.574 3.348 -0.846  -0.039
84 C -2.075 2.369 -0.050  -0.143
85 N -1.051 1.708 -0.736  -0.131
86 C -0.952 2.279 -1.925  -0.203
87 H -1.981 3.865 -2.832  0.173
88 H -3.360 4.077 -0.683  0.138
89 H -2.373 2.090 0.956  0.103
90 H -0.269 1.997 -2.719  0.141
91 C 0.456 -3.007 3.081  -0.207
92 Ge -1.207 -2.022 2.945  0.737
93 C -1.904 -1.533 4.668  -0.190
94 C -2.475 -3.136 2.035  -0.209
95 C -1.011 -0.396 1.791  -0.434
96 H 0.230 -3.977 3.537  0.046
97 H 1.189 -2.499 3.725  0.027
98 H 0.896 -3.185 2.091  0.004
99 H -2.732 -2.209 4.891  0.042
100 H -2.272 -0.504 4.694  0.025
101 H -1.132 -1.649 5.432  0.020
102 H -2.649 -4.045 2.622  0.048
103 H -2.080 -3.426 1.057  0.007
104 H -3.431 -2.617 1.903  0.035
105 H -0.327 0.324 2.287  -0.028
106 H -2.016 0.057 1.740  -0.004
107 C 2.005 -3.210 -3.169  -0.206
108 S 0.360 -3.071 -2.530  0.981
109 O 0.532 -2.220 -1.250  -0.679
110 C 0.132 -4.733 -1.980  -0.438
111 C 0.538 -5.098 -0.702  -0.063
112 C 0.424 -6.434 -0.332  -0.039
113 C -0.089 -7.367 -1.231  -0.039
114 C -0.513 -6.972 -2.495  -0.054
115 C -0.412 -5.640 -2.878  -0.087
116 H 2.660 -3.479 -2.334  0.077
117 H 2.303 -2.262 -3.629  0.065
118 H 1.995 -4.005 -3.919  0.083
119 H 0.934 -4.351 -0.019  0.096
120 H 0.736 -6.751 0.658  0.120
121 H -0.161 -8.412 -0.941  0.125
122 H -0.927 -7.701 -3.182  0.125
123 H -0.737 -5.323 -3.870  0.127

No. 2
Entry from the OMol25 dataset: a molecular structure, C53H50GeN8OReSi at a distorted geometry (ωB97M-V with the def2-TZVPD basis set).

Calculated values
Kohn-Sham gap (spin up / spin down): 3.14 / 3.18 eV
2S+1: 1
E_LUMO (spin up / spin down): -11.22 / -11.18 eV
energy relative to the best compared isomer or geometry (same formula, charge and spin): 49.3 kcal/mol
charge: +3
total energy: -5006.79916 a.u.

Each line ends with the Löwdin charge.
Element x y z (Å)
1 Re 0.016 1.182 1.327  1.612
2 C -0.537 -0.502 5.841  0.005
3 N -0.018 0.846 5.683  -0.113
4 C 0.331 1.568 6.897  -0.004
5 C 0.099 1.379 4.461  -0.359
6 N -0.397 0.839 3.382  0.006
7 N 0.783 2.586 4.382  0.190
8 C 1.385 3.170 3.301  -0.432
9 N 2.106 4.264 3.584  0.224
10 N 1.273 2.718 2.082  -0.009
11 H -0.162 -0.908 6.777  0.111
12 H -0.183 -1.149 5.036  0.093
13 H -1.629 -0.511 5.877  0.109
14 H 0.004 0.988 7.755  0.111
15 H -0.190 2.525 6.958  0.111
16 H 1.410 1.718 6.990  0.113
17 H -0.935 -0.003 3.566  0.055
18 H 0.942 3.046 5.268  0.140
19 H 2.273 4.568 4.529  0.141
20 H 2.600 4.764 2.864  0.140
21 H 1.831 3.271 1.432  0.106
22 O -1.807 0.435 0.873  -0.394
23 Si -3.068 -0.332 0.305  0.560
24 C -2.548 -1.447 -1.133  -0.209
25 C -1.191 -1.604 -1.414  -0.124
26 C -0.778 -2.389 -2.476  -0.075
27 C -1.714 -3.025 -3.276  -0.053
28 C -3.065 -2.862 -3.017  -0.051
29 C -3.477 -2.087 -1.948  -0.082
30 C -3.908 -1.370 1.722  -0.213
31 C -4.808 -2.367 1.400  -0.084
32 C -5.444 -3.070 2.413  -0.049
33 C -5.174 -2.773 3.736  -0.061
34 C -4.260 -1.784 4.053  -0.079
35 C -3.634 -1.069 3.043  -0.115
36 C -4.457 0.938 -0.059  -0.220
37 C -5.653 0.488 -0.602  -0.085
38 C -6.617 1.391 -1.015  -0.051
39 C -6.412 2.749 -0.838  -0.059
40 C -5.242 3.205 -0.253  -0.073
41 C -4.273 2.300 0.146  -0.125
42 H -0.463 -1.090 -0.795  0.052
43 H 0.277 -2.505 -2.677  0.097
44 H -1.396 -3.646 -4.100  0.115
45 H -3.802 -3.341 -3.642  0.117
46 H -4.536 -1.972 -1.777  0.089
47 H -5.022 -2.623 0.376  0.093
48 H -6.153 -3.844 2.159  0.118
49 H -5.682 -3.308 4.523  0.116
50 H -4.043 -1.558 5.087  0.098
51 H -2.946 -0.274 3.288  0.065
52 H -5.847 -0.567 -0.707  0.089
53 H -7.533 1.027 -1.452  0.117
54 H -7.176 3.451 -1.130  0.115
55 H -5.085 4.262 -0.099  0.108
56 H -3.369 2.665 0.613  0.077
57 N 1.992 2.949 -5.473  0.184
58 C 1.684 3.364 -6.738  -0.161
59 C 2.439 3.561 -7.881  0.006
60 C 1.756 3.981 -9.015  -0.027
61 C 0.369 4.200 -9.014  -0.044
62 C -0.390 4.011 -7.883  0.024
63 C 0.273 3.580 -6.722  -0.199
64 N -0.212 3.302 -5.498  0.210
65 C 0.823 2.931 -4.761  -0.267
66 C 0.690 2.553 -3.386  -0.084
67 C 1.756 2.129 -2.579  0.046
68 C 1.519 1.790 -1.270  -0.117
69 N 0.301 1.827 -0.696  -0.134
70 C -0.725 2.228 -1.466  -0.080
71 C -0.578 2.592 -2.784  0.059
72 H 2.915 2.728 -5.139  0.164
73 H 3.505 3.389 -7.891  0.119
74 H 2.310 4.142 -9.927  0.121
75 H -0.107 4.527 -9.926  0.119
76 H -1.453 4.185 -7.861  0.123
77 H 2.764 2.061 -2.954  0.117
78 H 2.330 1.459 -0.634  0.077
79 H -1.706 2.245 -1.006  0.098
80 H -1.422 2.910 -3.373  0.134
81 C 1.275 -0.172 1.129  -0.150
82 Ge 2.463 -1.639 0.682  0.977
83 C 1.316 -3.229 0.376  -0.291
84 C 0.071 -3.308 0.987  -0.139
85 C -0.683 -4.460 0.858  -0.057
86 C -0.196 -5.534 0.129  -0.045
87 C 1.043 -5.451 -0.486  -0.051
88 C 1.808 -4.305 -0.346  -0.103
89 C 3.639 -0.899 -0.738  -0.298
90 C 4.477 0.155 -0.390  -0.157
91 C 5.374 0.667 -1.310  -0.067
92 C 5.440 0.128 -2.585  -0.061
93 C 4.599 -0.914 -2.938  -0.057
94 C 3.696 -1.425 -2.019  -0.089
95 C 3.543 -1.995 2.325  -0.278
96 C 2.889 -2.252 3.520  -0.124
97 C 3.627 -2.519 4.661  -0.074
98 C 5.011 -2.551 4.601  -0.057
99 C 5.659 -2.308 3.403  -0.053
100 C 4.925 -2.041 2.257  -0.098
101 H -0.310 -2.456 1.539  0.082
102 H -1.649 -4.526 1.338  0.113
103 H -0.771 -6.445 0.057  0.118
104 H 1.422 -6.282 -1.059  0.118
105 H 2.788 -4.253 -0.803  0.104
106 H 4.431 0.563 0.613  0.105
107 H 6.036 1.471 -1.028  0.114
108 H 6.160 0.509 -3.294  0.117
109 H 4.660 -1.345 -3.924  0.117
110 H 3.043 -2.239 -2.299  0.096
111 H 1.808 -2.244 3.552  0.082
112 H 3.121 -2.718 5.594  0.107
113 H 5.584 -2.784 5.486  0.118
114 H 6.736 -2.333 3.351  0.117
115 H 5.432 -1.866 1.319  0.100

Question: What is the formula in the second record?
Answer: C53H50GeN8OReSi